No. 1
This record from OMol25 describes a structure of composition C17H11BF2I2N4OPbS2. The level of theory is ωB97M-V/def2-TZVPD.

Computed properties:
Net charge = 0

Each line ends with the Löwdin charge.
Element x y z (Å)
Pb  1.703  -0.009  -0.502  1.04
I  -1.873  -0.365  6.655  0.85
C  -0.946  -0.595  4.795  -0.74
C  -0.738  -1.866  4.277  -0.22
C  -0.063  -1.994  3.079  -0.63
I  0.238  -3.880  2.235  0.92
C  0.504  -0.894  2.399  -0.44
O  1.331  -1.099  1.402  -0.31
C  0.162  0.385  2.890  -0.18
C  0.591  1.623  2.154  -0.14
N  0.161  1.587  0.739  -0.11
C  -1.277  1.390  0.564  -0.12
C  -1.619  0.532  -0.628  -0.25
C  -2.867  0.618  -1.227  0.00
C  -3.174  -0.239  -2.269  -0.03
C  -2.233  -1.171  -2.683  -0.02
C  -1.012  -1.191  -2.040  -0.11
N  -0.717  -0.352  -1.044  0.02
C  -0.540  0.517  4.084  -0.13
H  -1.107  -2.740  4.794  0.08
H  1.680  1.716  2.164  0.11
H  0.183  2.500  2.663  0.13
H  0.440  2.454  0.288  0.12
H  -1.815  2.338  0.499  0.14
H  -1.650  0.863  1.445  0.14
H  -3.584  1.349  -0.879  0.12
H  -4.137  -0.180  -2.758  0.12
H  -2.437  -1.867  -3.484  0.12
H  -0.236  -1.896  -2.318  0.08
H  -0.759  1.509  4.462  0.10
S  1.612  1.619  -2.539  0.62
C  1.709  0.458  -3.820  -0.74
C  1.291  0.947  -5.106  -0.28
N  0.937  1.358  -6.120  0.18
C  2.042  -0.852  -3.702  -0.74
S  2.488  -1.714  -2.257  0.66
C  1.958  -1.692  -4.865  -0.29
N  1.900  -2.396  -5.773  0.18
F  3.717  2.206  0.785  0.20
B  3.602  0.908  0.587  -0.66
F  4.534  0.117  1.053  0.22

=====

No. 2
This record from OMol25 describes an isolated molecule of C17H11F10N3O2. The level of theory is ωB97M-V/def2-TZVPD.

Computed properties:
ΔE to the lowest compared entry with this formula, charge and spin = 0.0 kcal per mole
SMILES = Cn1cc(C(N)=O)c(Nc2ccc(C(F)(F)C(F)(F)C(F)(F)C(F)(F)F)cc2F)cc1=O
Net charge = 0

Each line ends with the Löwdin charge.
Element x y z (Å)
O  -3.913  0.239  -2.311  0.05
O  -2.109  -0.734  3.673  0.04
F  -0.237  1.870  -2.218  0.09
F  5.626  2.969  0.618  0.12
F  7.138  1.319  0.657  0.18
F  5.697  1.534  2.314  0.14
F  4.205  -0.327  -3.303  0.12
F  4.588  -1.667  -1.634  0.13
F  5.075  -0.578  0.713  0.18
F  3.575  0.984  0.635  0.14
F  6.251  0.521  -1.664  0.13
F  4.519  1.949  -1.710  0.13
C  -4.509  0.097  -1.264  -0.50
C  -2.606  -0.511  2.580  -0.46
C  -1.798  -0.372  1.390  0.06
C  -3.815  -0.097  0.013  -0.04
C  -2.359  -0.212  0.149  -0.18
C  -4.566  -0.292  1.186  0.06
C  0.538  -1.297  -0.584  0.01
C  1.915  -1.372  -0.894  0.01
C  1.836  0.742  -2.024  0.07
C  0.451  0.818  -1.742  -0.17
C  -0.180  -0.224  -1.071  -0.19
C  2.598  -0.333  -1.585  -0.12
N  -5.854  0.117  -1.408  0.16
N  -1.576  -0.211  -0.966  0.11
N  -3.984  -0.542  2.440  -0.03
C  -4.818  -0.771  3.635  -0.01
C  5.868  1.621  0.951  -0.43
C  4.086  -0.446  -1.937  -0.38
C  4.859  0.654  0.263  -0.34
C  4.936  0.700  -1.295  -0.29
H  -0.705  -0.427  1.521  0.13
H  -5.643  -0.258  1.091  0.12
H  -0.028  -2.086  -0.053  0.14
H  2.458  -2.265  -0.594  0.12
H  2.252  1.550  -2.584  0.12
H  -6.115  0.094  -2.365  0.11
H  -6.402  -0.395  -0.752  0.08
H  -2.083  0.156  -1.767  0.12
H  -4.530  -1.681  4.130  0.09
H  -4.755  0.019  4.373  0.09
H  -5.885  -0.852  3.394  0.09

=====

| no. | total energy (a.u.) | highest occupied orbital energy (eV) |
| --- | --- | --- |
| 1 | -2757.95966 | -8.29 |
| 2 | -1967.87232 | -8.42 |